Record 1
{"formula": "C43H86O17S4", "method": "the ωB97M-V functional and the def2-TZVPD basis", "e_homo_ev": -9.13, "e_lumo_ev": 0.3, "de_lowest_ev": 2.3483, "charge": 0, "orbital_gap_ev": 9.395, "species": ["S", "S", "S", "S", "O", "O", "O", "O", "O", "O", "O", "O", "O", "O", "O", "O", "O", "O", "O", "O", "O", "C", "C", "C", "C", "C", "C", "C", "C", "C", "C", "C", "C", "C", "C", "C", "C", "C", "C", "C", "C", "C", "C", "C", "C", "C", "C", "C", "C", "C", "C", "C", "C", "C", "C", "C", "C", "C", "C", "C", "C", "C", "C", "C", "H", "H", "H", "H", "H", "H", "H", "H", "H", "H", "H", "H", "H", "H", "H", "H", "H", "H", "H", "H", "H", "H", "H", "H", "H", "H", "H", "H", "H", "H", "H", "H", "H", "H", "H", "H", "H", "H", "H", "H", "H", "H", "H", "H", "H", "H", "H", "H", "H", "H", "H", "H", "H", "H", "H", "H", "H", "H", "H", "H", "H", "H", "H", "H", "H", "H", "H", "H", "H", "H", "H", "H", "H", "H", "H", "H", "H", "H", "H", "H", "H", "H", "H", "H", "H", "H"], "positions_angstrom": [[1.174, -2.839, -4.126], [-0.682, -1.225, 0.273], [-2.106, 4.325, -3.559], [-1.023, -6.058, 1.968], [-1.230, 5.097, 6.623], [3.130, -0.027, 3.189], [-1.089, -0.788, 5.447], [1.854, -2.501, -5.360], [-4.695, 0.086, -3.148], [-3.733, 0.244, 2.459], [-2.029, -1.719, 0.406], [0.565, 4.747, 1.487], [4.722, -3.291, -0.052], [-0.057, -2.139, -3.770], [-1.443, -5.006, 2.941], [0.348, -2.174, -0.138], [-0.339, -7.240, 2.447], [5.644, 1.503, 1.440], [-0.683, 4.471, -3.684], [-2.815, 4.852, -2.391], [2.201, 0.446, -3.097], [-5.065, -1.357, 1.360], [3.458, -0.320, 4.343], [0.407, 5.278, 0.453], [2.374, -4.327, -2.242], [1.387, 2.344, -4.241], [-2.675, 3.790, -6.031], [4.184, 3.220, 0.643], [5.092, -2.143, -0.116], [-2.130, -2.263, 3.875], [-0.745, -5.542, -0.657], [-4.335, -0.077, 1.448], [1.052, 4.873, -0.873], [-0.031, -5.299, 0.694], [-0.210, -0.230, 1.713], [0.464, 1.031, 1.220], [3.734, 2.240, -3.247], [-2.101, -1.342, 5.048], [-0.558, 6.423, 0.256], [-2.247, -5.594, -0.343], [4.825, 2.998, 3.148], [2.176, -5.254, -3.436], [4.948, -0.437, 4.799], [-3.460, -1.164, 5.717], [-3.288, -1.754, -3.700], [-5.609, -2.087, -2.821], [-0.393, 1.409, -0.050], [2.317, -2.877, -2.707], [-2.556, 2.592, -3.854], [-4.287, 0.794, 0.180], [6.586, -1.864, -0.189], [-4.527, -1.093, -3.228], [-3.112, 2.474, -5.282], [4.188, -1.007, -0.057], [-2.462, -6.432, 0.934], [-2.036, 3.180, 5.395], [-1.084, 4.310, 5.715], [0.911, -4.691, -4.118], [-0.583, 0.120, -0.880], [2.551, -0.552, 5.488], [5.002, 2.523, 1.726], [2.443, 1.544, -3.524], [0.214, 4.307, 4.945], [-2.809, 4.958, -5.058], [-2.712, 1.629, -5.814], [-2.488, 3.253, 4.403], [-3.983, 1.739, 0.547], [-1.190, 0.052, 2.181], [0.419, 1.776, 1.987], [-2.687, -3.190, 4.051], [-6.493, -1.621, -2.340], [-3.027, -2.394, -2.847], [-3.533, 0.310, -0.514], [0.293, -0.067, -1.518], [2.010, -6.287, -3.178], [-0.605, -4.647, -1.367], [-5.228, 0.872, -0.409], [7.220, -2.800, -0.095], [0.281, -0.813, 2.459], [6.762, -1.105, 0.532], [-5.161, -1.913, 2.331], [3.253, -4.589, -1.670], [-6.058, -1.147, 1.038], [-2.729, 3.061, 6.203], [1.058, 3.172, -3.664], [-3.721, -0.202, 6.116], [5.120, 0.025, 5.803], [5.219, 3.958, 3.297], [3.173, -1.321, -0.271], [-1.464, 2.210, 5.370], [-2.458, -1.030, -3.816], [-1.240, 1.883, 0.398], [-1.077, -2.483, 3.644], [0.315, 4.237, -1.379], [3.365, 2.525, 0.419], [-3.254, 2.355, -3.049], [4.166, -0.535, 0.881], [5.647, 0.017, 4.034], [4.625, 1.583, -3.046], [-4.115, -1.311, 4.871], [-2.518, -4.571, -0.070], [0.030, 4.588, 3.905], [-1.527, 0.103, -1.468], [-2.408, 5.909, -5.430], [-4.607, -1.997, 0.575], [0.978, -5.649, 0.849], [-1.550, 2.147, -3.819], [0.533, 1.691, -4.456], [3.918, 3.006, -4.011], [5.243, -1.524, 4.830], [1.524, -0.538, 5.158], [5.394, 2.367, 3.837], [0.102, 2.169, -0.663], [3.248, -2.381, -2.978], [1.813, 2.788, -5.147], [-0.078, -4.263, 0.819], [-1.145, 6.701, 1.161], [-3.586, -1.919, 6.513], [2.994, -5.155, -4.159], [-4.230, 2.481, -5.198], [2.751, 0.239, 6.210], [0.911, 4.918, 5.490], [1.508, -4.515, -1.628], [0.723, -5.031, -5.140], [4.736, 3.168, -0.336], [-0.444, -6.449, -1.214], [3.837, 4.235, 0.898], [-3.396, -6.145, 1.472], [2.775, -1.539, 5.965], [-3.357, 4.064, -6.902], [1.493, 0.891, 0.950], [3.639, 2.753, -2.328], [0.647, 3.306, 4.999], [0.052, -4.861, -3.471], [-2.477, -7.537, 0.770], [1.884, -2.203, -1.963], [1.897, 4.197, -0.791], [3.759, 3.085, 3.291], [-3.816, 5.163, -4.742], [-2.550, -1.737, 3.029], [-2.904, -5.955, -1.123], [-6.067, -2.665, -3.603], [1.365, 5.756, -1.513], [-1.609, 3.722, -6.391], [4.476, -0.206, -0.740], [-5.258, -2.876, -2.210], [-1.289, 6.121, -0.526], [6.611, -1.459, -1.226], [-3.461, -2.262, -4.640], [0.009, 7.197, -0.223]]}

Record 2
{"formula": "C24H56FIN5O7", "method": "the ωB97M-V functional and the def2-TZVPD basis", "e_homo_ev": -10.14, "e_lumo_ev": -3.8, "charge": 1, "orbital_gap_ev": 6.306, "species": ["I", "F", "O", "O", "O", "O", "O", "O", "O", "N", "N", "N", "N", "N", "C", "C", "C", "C", "C", "C", "C", "C", "C", "C", "C", "C", "C", "C", "C", "C", "C", "C", "C", "C", "C", "C", "C", "C", "H", "H", "H", "H", "H", "H", "H", "H", "H", "H", "H", "H", "H", "H", "H", "H", "H", "H", "H", "H", "H", "H", "H", "H", "H", "H", "H", "H", "H", "H", "H", "H", "H", "H", "H", "H", "H", "H", "H", "H", "H", "H", "H", "H", "H", "H", "H", "H", "H", "H", "H", "H", "H", "H", "H", "H"], "positions_angstrom": [[-2.573, -5.025, -2.234], [2.665, -2.251, -1.690], [-0.923, 1.710, 1.963], [-1.821, 5.114, 4.798], [2.657, -4.395, -2.443], [7.410, 1.729, -4.511], [-2.430, -2.450, 1.031], [-6.823, -2.497, 2.099], [3.002, 1.660, -3.520], [5.740, 2.320, -2.082], [-1.137, -1.257, -2.841], [-4.054, -1.878, 3.496], [-0.366, -3.838, -3.871], [-1.670, 2.118, 5.008], [3.892, 1.571, -4.623], [7.803, 1.487, -3.159], [-3.218, -3.051, 3.263], [6.590, 1.151, -2.287], [-1.850, -3.602, -3.758], [7.508, 3.093, -4.895], [-0.700, 3.074, 5.532], [-1.373, 4.386, 5.944], [-0.001, -1.237, -3.803], [2.023, -2.844, -4.223], [-2.017, -2.713, 2.375], [-6.315, -3.088, 3.292], [-3.232, 5.129, 4.652], [-5.361, -2.183, 4.089], [-2.268, -2.115, -3.296], [-0.199, 1.233, 3.093], [-5.955, -2.581, 0.982], [4.427, 2.011, -1.508], [2.469, -3.195, -2.733], [0.424, -2.676, -4.398], [-1.182, 3.106, 1.973], [-2.328, -1.080, 0.667], [3.495, 1.089, -2.310], [-1.068, 0.964, 4.334], [0.063, 3.322, 4.786], [-5.863, -1.223, 4.244], [-3.484, 5.878, 3.899], [8.459, 0.611, -3.181], [3.930, 0.101, -2.496], [8.478, 3.515, -4.618], [-1.897, 0.317, 4.027], [-2.858, -3.436, 4.221], [-0.481, 0.398, 5.065], [-3.777, -3.850, 2.762], [-2.178, 4.217, 6.666], [-0.378, 3.677, 2.443], [-0.246, -4.613, -4.562], [4.533, 2.452, -4.660], [0.659, 1.878, 3.307], [-3.601, 4.161, 4.303], [0.224, 0.270, 2.785], [-3.019, -2.203, -2.421], [-1.351, -0.669, 0.936], [0.253, -2.638, -5.543], [7.408, 3.144, -5.981], [-3.123, -0.492, 1.131], [-3.726, 5.403, 5.589], [-1.279, 3.440, 0.936], [-7.191, -3.265, 3.926], [3.296, 1.571, -5.539], [-2.846, -1.612, -4.159], [-5.893, -4.077, 3.088], [-1.426, -1.891, 2.793], [2.568, -1.892, -4.538], [2.610, 0.911, -1.690], [2.390, -3.688, -4.907], [-0.027, -4.223, -2.967], [3.914, 2.968, -1.373], [4.572, 1.589, -0.508], [8.381, 2.317, -2.742], [6.045, 0.342, -2.787], [-0.198, 2.641, 6.402], [-0.806, -1.538, -1.895], [6.936, 0.781, -1.318], [-5.364, -3.502, 0.980], [-1.368, -3.593, 2.330], [-5.305, -1.705, 0.944], [-0.164, -0.521, -4.694], [-5.203, -2.618, 5.082], [0.915, -0.845, -3.217], [-2.278, 2.586, 4.346], [5.592, 2.787, -2.969], [-2.136, 3.307, 2.463], [4.492, 0.657, -4.603], [-2.346, -3.854, -4.752], [-6.567, -2.565, 0.076], [-0.623, 5.015, 6.433], [6.702, 3.684, -4.452], [-2.444, -1.010, -0.417], [-4.213, -1.400, 2.617]]}

Record 3
{"formula": "C2H2N2O3", "method": "the ωB97M-V functional and the def2-TZVPD basis", "e_homo_ev": [-8.34, -10.72], "e_lumo_ev": [0.7, -1.8], "spin_multiplicity": 3, "de_lowest_ev": 3.3307, "s2": 2.012, "charge": 0, "orbital_gap_ev": [9.021, 8.895], "species": ["O", "O", "O", "N", "N", "C", "C", "H", "H"], "positions_angstrom": [[0.212, -0.929, -2.233], [0.803, 1.071, 2.056], [-1.142, -0.964, -0.457], [0.845, 0.732, 0.946], [-1.375, -0.714, 0.838], [0.942, 0.383, -0.196], [-0.061, -0.660, -1.099], [1.663, 0.990, -0.823], [-1.885, 0.092, 0.967]]}